Run A
A structure of composition C4H8ClN. Source: the OMol25 dataset; level of theory: ωB97M-V/def2-TZVPD.

Atoms and positions in Å:
C1 -0.3034 1.2573 -0.4582
C2 -0.8984 0.1645 0.4423
C3 0.9363 0.7393 0.2618
C4 -1.1496 -1.2042 -0.0447
N1 1.7148 -0.3175 -0.2431
Cl1 1.4913 1.6602 1.6615
H1 -0.3580 0.8571 -1.4166
H2 -0.7409 2.2045 -0.3478
H3 -1.5264 0.4667 1.2041
H4 -1.9593 -1.8047 0.4999
H5 -0.3640 -1.8268 0.4106
H6 -1.2736 -1.2640 -1.1137
H7 2.0939 -0.0918 -1.0987
H8 2.3373 -0.8407 0.2424

Summary:
* charge: 0
* E_LUMO: 0.9963 eV
* HOMO-LUMO gap: 0.3147 Ha

natural (NBO) population analysis, charges in e, atoms 1 to 4: C -0.445; C -0.203; C 0.121; C -0.661

---

Run B
A structure of composition C4H8ClN. Source: the OMol25 dataset; level of theory: ωB97M-V/def2-TZVPD.

Atoms and positions in Å:
C1 0.4165 -1.6995 -0.3577
C2 0.5208 0.7379 -0.6315
C3 -0.2952 1.4793 0.4465
C4 -0.6249 0.1046 0.9212
H1 -0.5159 -1.7814 -0.9879
H2 1.3014 -1.9130 -0.9647
H3 0.4311 -2.4490 0.4153
H4 1.4862 1.1913 -0.9777
H5 0.0460 0.4027 -1.5621
H6 0.3655 1.9387 1.1950
H7 -0.7486 -0.1837 1.9647
H8 -1.5083 -0.1848 0.3612
N1 0.5445 -0.3859 0.2879
Cl1 -1.4192 2.7427 -0.1103

Summary:
* charge: 0
* E_LUMO: 1.0698 eV
* HOMO-LUMO gap: 0.3755 Ha

natural (NBO) population analysis, charges in e, atoms 1 to 4: C -0.420; C -0.226; C -0.206; C -0.232

---

Run C
A structure of composition C4H8ClN. Source: the OMol25 dataset; level of theory: ωB97M-V/def2-TZVPD.

Atoms and positions in Å:
C1 -1.3000 1.0252 -0.0362
C2 1.4392 0.3291 -0.0876
C3 -0.2663 -1.5477 0.1602
C4 0.1123 -0.2285 -0.5269
N1 -0.8430 1.7623 0.8245
Cl1 0.1080 -0.4805 -2.2002
H1 -2.2220 0.6670 -0.3649
H2 1.5404 0.3767 1.0252
H3 1.5467 1.4982 -0.2891
H4 2.2744 -0.1388 -0.5836
H5 0.5514 -2.2495 -0.0829
H6 -0.3619 -1.2458 1.1256
H7 -1.0988 -2.0546 -0.4149
H8 -1.4804 2.2869 1.4508

Summary:
* charge: 0
* E_LUMO: 0.9470 eV
* HOMO-LUMO gap: 0.3558 Ha

natural (NBO) population analysis, charges in e, atoms 1 to 4: C 0.186; C -0.669; C -0.648; C -0.076

---

Bottom line: run B, by a margin of 104.3 kJ/mol.